CH4NO2 | ωB97M-V/def2-TZVPD

Its charge is +1. The calculation puts the HOMO energy (spin up / spin down) at -17.540 / -17.564 eV. The value obtained for the LUMO energy (spin up / spin down) is -0.3344 / -0.3347 hartree. The total energy comes out at -6671.5967 eV. As for the frontier orbital gap (spin up / spin down): 0.3102 / 0.3108 hartree. Its energy above the lowest of the compared OMol25 structures with the same formula, charge and spin is 800.6 kJ/mol.

Bonds (Å) are listed after each position.
Cartesian coordinates (Å):
1 C -0.95 0.15 -0.08  N2 1.376, H5 1.047, H6 1.228, H7 1.050
2 N 0.36 -0.04 0.28  C1 1.376, O4 1.268, H8 0.971
3 O 2.58 -0.26 -0.12  O4 1.342
4 O 1.35 0.14 -0.49  N2 1.268, O3 1.342
5 H -1.09 1.12 -0.45  C1 1.047
6 H -1.33 -0.60 -0.98  C1 1.228
7 H -1.56 0.03 0.77  C1 1.050
8 H 0.65 -0.55 1.06  N2 0.971


C6H10ClNO2 | ωB97M-V/def2-TZVPD

Its SMILES is O=C1OCN2CCC[C@@H]12.Cl. Its charge is 0. The calculation puts the HOMO energy at -9.112 eV. The value obtained for the LUMO energy is 0.0259 hartree. The total energy comes out at -24490.7730 eV. As for the frontier orbital gap: 0.3608 hartree. Its energy above the lowest of the compared OMol25 structures with the same formula, charge and spin is 97.6 kJ/mol.

Bonds (Å) are listed after each position.
Cartesian coordinates (Å):
1 C 0.74 1.98 0.02  C5 1.549, O8 1.334, O9 1.195
2 C -1.35 -0.75 0.98  C3 1.588, C4 1.517, H11 1.086, H12 1.102
3 C -1.53 0.83 1.05  C2 1.588, C5 1.609, H13 1.178, H14 1.132
4 C -0.92 -1.12 -0.43  C2 1.517, N7 1.505, H15 1.056, H16 1.083
5 C -0.61 1.25 -0.20  C1 1.549, C3 1.609, N7 1.454, H17 1.136
6 C 1.24 0.15 -1.19  N7 1.519, O8 1.390, H18 1.103, H19 1.016
7 N -0.27 0.10 -1.02  C4 1.505, C5 1.454, C6 1.519
8 O 1.74 1.24 -0.49  C1 1.334, C6 1.390
9 O 0.89 2.97 0.68  C1 1.195
10 Cl 4.10 -0.72 0.30  H20 1.319
11 H -0.61 -0.85 1.77  C2 1.086
12 H -2.29 -1.21 1.33  C2 1.102
13 H -2.66 1.16 1.01  C3 1.178
14 H -0.95 1.28 1.91  C3 1.132
15 H -0.23 -1.91 -0.41  C4 1.056
16 H -1.77 -1.37 -1.05  C4 1.083
17 H -1.10 2.01 -0.89  C5 1.136
18 H 1.71 -0.77 -0.82  C6 1.103
19 H 1.54 0.15 -2.16  C6 1.016
20 H 3.23 0.26 0.45  Cl10 1.319


C13H29FNO8PS2 | ωB97M-V/def2-TZVPD

Its charge is 0. The calculation puts the HOMO energy at -5.680 eV. The value obtained for the LUMO energy is -0.0231 hartree. The total energy comes out at -65493.7875 eV. As for the frontier orbital gap: 0.1857 hartree. Its energy above the lowest of the compared OMol25 structures with the same formula, charge and spin is 369.5 kJ/mol.

Bonds (Å) are listed after each position.
Cartesian coordinates (Å):
1 C 4.80 0.78 -0.10  C2 1.569, H23 1.109, H24 1.108, H25 1.110
2 C 3.29 0.37 -0.25  C1 1.569, C3 1.585, H26 1.108, H27 1.119
3 C 2.34 1.39 0.50  C2 1.585, F4 1.381, C5 1.564, H28 1.116
4 F 2.99 2.60 0.54  C3 1.381
5 C 0.92 1.47 -0.16  C3 1.564, C6 1.570, N21 1.483, H29 1.112
6 C 0.29 2.91 -0.25  C5 1.570, O7 1.435, H30 1.111, H31 1.114
7 O -1.09 3.00 0.14  C6 1.435, C8 1.419
8 C -1.94 1.99 -0.38  O7 1.419, C9 1.567, P16 1.872, C20 1.591
9 C -3.12 1.85 0.65  C8 1.567, C10 1.556, H32 1.113, H33 1.112
10 C -4.49 1.41 0.06  C9 1.556, C11 1.580, H34 1.106, H35 1.114
11 C -4.59 -0.14 -0.25  C10 1.580, S12 1.844, H36 1.102, H37 1.109
12 S -4.41 -1.06 1.33  C11 1.844, O13 1.487, O14 1.486, O15 1.643
13 O -5.38 -2.19 1.39  S12 1.487
14 O -3.03 -1.61 1.50  S12 1.486
15 O -4.73 -0.07 2.60  S12 1.643, H38 0.967
16 P -2.50 2.52 -2.08  C8 1.872, O17 1.511, O18 1.659, O19 1.679
17 O -3.32 3.78 -1.93  P16 1.511
18 O -1.26 2.79 -3.16  P16 1.659, H39 0.966
19 O -3.47 1.36 -2.81  P16 1.679, H40 0.966
20 C -1.26 0.56 -0.51  C8 1.591, N21 1.509, H41 1.106, H42 1.107
21 N -0.09 0.58 0.45  C5 1.483, C20 1.509, S22 1.766, H43 1.026
22 S 0.45 -1.09 0.64  N21 1.766, H44 1.380
23 H 5.12 1.46 -0.91  C1 1.109
24 H 5.00 1.21 0.90  C1 1.108
25 H 5.45 -0.12 -0.17  C1 1.110
26 H 3.00 0.24 -1.31  C2 1.108
27 H 3.19 -0.62 0.26  C2 1.119
28 H 2.21 0.96 1.52  C3 1.116
29 H 1.04 1.12 -1.21  C5 1.112
30 H 0.83 3.62 0.40  C6 1.111
31 H 0.48 3.28 -1.28  C6 1.114
32 H -2.79 1.21 1.49  C9 1.113
33 H -3.26 2.86 1.09  C9 1.112
34 H -4.85 2.01 -0.80  C10 1.106
35 H -5.24 1.58 0.86  C10 1.114
36 H -3.86 -0.47 -1.01  C11 1.102
37 H -5.63 -0.36 -0.58  C11 1.109
38 H -4.41 -0.47 3.42  O15 0.967
39 H -1.14 3.75 -3.20  O18 0.966
40 H -3.35 1.40 -3.76  O19 0.966
41 H -0.94 0.36 -1.55  C20 1.106
42 H -1.89 -0.29 -0.18  C20 1.107
43 H -0.41 0.91 1.36  N21 1.026
44 H 0.94 -1.29 1.92  S22 1.380
45 C 4.92 -4.22 0.31  C46 1.542, H49 1.094, H50 1.093, H51 1.100
46 C 3.60 -3.92 1.07  C45 1.542, C47 1.535, O48 1.363, H52 1.113
47 C 2.42 -4.24 0.14  C46 1.535, H53 1.095, H54 1.097, H55 1.101
48 O 3.55 -2.60 1.37  C46 1.363
49 H 5.01 -3.61 -0.60  C45 1.094
50 H 5.78 -4.02 0.94  C45 1.093
51 H 4.97 -5.27 0.01  C45 1.100
52 H 3.55 -4.67 1.89  C46 1.113
53 H 2.44 -3.63 -0.76  C47 1.095
54 H 1.48 -4.06 0.67  C47 1.097
55 H 2.41 -5.30 -0.18  C47 1.101


Look up the charge of the first one.
+1


What is the formula in the second record?
C6H10ClNO2